Record 1
Formula: C40H29BrCl2N4O4SY
Source: the Open Molecules 2025 dataset
Level of theory: ωB97M-V/def2-TZVPD

Its spin multiplicity is 1. The total charge is +1. The LUMO energy comes out at -3.11 eV. The gap between HOMO and LUMO is 6.8 eV.

Last column: Mulliken charge in e.
Element x y z (Å)
1 Y -0.676 1.998 0.045  1.0847
2 C 6.925 -9.915 0.740  -0.8414
3 O 6.204 -9.392 -0.355  -0.4502
4 C 5.491 -8.261 -0.197  0.8736
5 C 4.765 -7.833 -1.317  -0.6684
6 C 3.986 -6.702 -1.261  -0.5756
7 C 3.915 -5.940 -0.086  0.1524
8 C 4.660 -6.360 1.019  -0.8703
9 C 5.431 -7.503 0.974  -0.3588
10 C 3.127 -4.729 0.005  0.3747
11 N 3.295 -3.774 0.900  -0.7978
12 C 2.374 -2.823 0.617  0.8163
13 C 1.597 -3.212 -0.482  0.0951
14 N 2.104 -4.423 -0.858  -0.0955
15 C 0.516 -2.433 -0.963  0.3150
16 C -0.348 -2.816 -2.003  -0.5011
17 C -1.394 -1.992 -2.341  -1.2239
18 C -1.564 -0.791 -1.652  -0.2428
19 N -0.751 -0.384 -0.692  -0.0079
20 C 0.280 -1.178 -0.334  -0.0239
21 C 1.140 -0.724 0.735  0.2753
22 N 0.925 0.512 1.238  0.2761
23 C 1.656 0.909 2.266  -0.0922
24 C 2.646 0.122 2.860  -1.1327
25 C 2.915 -1.119 2.338  -0.3672
26 C 2.159 -1.566 1.247  0.0611
27 H 7.383 -10.837 0.384  0.2409
28 H 6.262 -10.143 1.579  0.3507
29 H 7.710 -9.228 1.065  0.3394
30 H 4.838 -8.409 -2.226  0.4305
31 H 3.457 -6.394 -2.153  0.2781
32 H 4.617 -5.770 1.920  0.4336
33 H 5.991 -7.796 1.847  0.4097
34 H 1.784 -5.012 -1.608  0.2143
35 H -0.198 -3.752 -2.524  0.4471
36 H -2.076 -2.251 -3.133  0.4900
37 H -2.394 -0.135 -1.894  0.4567
38 H 1.455 1.900 2.655  0.4712
39 H 3.197 0.506 3.704  0.4577
40 H 3.686 -1.766 2.728  0.6085
41 Cl -2.649 5.019 6.553  -0.2062
42 C -2.004 4.484 5.047  0.3108
43 C -1.377 5.429 4.216  -0.7178
44 C -0.830 5.014 3.035  0.2942
45 Cl -0.031 6.095 1.958  -0.1771
46 C -0.892 3.655 2.590  -0.0261
47 O -0.247 3.320 1.537  -0.7503
48 C -1.658 2.748 3.396  1.4365
49 C -2.048 1.468 2.902  -0.3152
50 O -1.979 1.078 1.724  -0.4557
51 C -2.137 3.180 4.656  -1.1666
52 H -1.327 6.462 4.522  0.4821
53 H -2.521 0.798 3.639  0.3464
54 H -2.647 2.476 5.296  0.4274
55 Br -0.262 0.525 -6.541  -0.1806
56 C -0.197 1.332 -4.809  0.0212
57 C 0.948 1.233 -4.042  -0.5764
58 C 0.933 1.682 -2.729  -0.3541
59 C -0.213 2.234 -2.121  0.1915
60 C -1.311 2.400 -2.991  -0.4196
61 C -1.315 1.973 -4.311  -0.7447
62 H 1.835 0.780 -4.464  0.4573
63 H 1.857 1.590 -2.158  0.4163
64 H -2.221 2.880 -2.643  0.2575
65 H -2.194 2.113 -4.923  0.4488
66 C -5.155 2.885 0.279  -1.1593
67 S -3.740 4.007 0.611  0.4485
68 O -2.623 3.362 -0.163  -0.1673
69 C -4.366 5.354 -0.448  0.5992
70 C -5.581 5.943 -0.124  -0.5759
71 C -6.136 6.879 -0.981  -0.6312
72 C -5.455 7.247 -2.132  -0.4606
73 C -4.207 6.713 -2.407  -0.6716
74 C -3.654 5.762 -1.562  -0.2842
75 H -5.314 2.825 -0.792  0.3778
76 H -6.045 3.258 0.771  0.4843
77 H -4.886 1.909 0.677  0.3405
78 H -6.096 5.671 0.784  0.4136
79 H -7.101 7.309 -0.762  0.4027
80 H -5.888 7.966 -2.809  0.4013
81 H -3.671 7.025 -3.290  0.4256
82 H -2.683 5.338 -1.775  0.3541


Record 2
Formula: C40H30BrFeN5O4SeTe
Source: the Open Molecules 2025 dataset
Level of theory: ωB97M-V/def2-TZVPD

Its spin multiplicity is 1. The total charge is 0. The LUMO energy (alpha / beta) comes out at -1.51 / -1.51 eV. The gap between HOMO and LUMO (alpha / beta) is 5.9 / 5.9 eV.

Last column: Mulliken charge in e.
Element x y z (Å)
1 Fe -0.092 -0.142 -0.091  0.5773
2 C 5.641 0.562 3.992  -1.7602
3 C 4.574 0.289 2.948  -0.1892
4 C 4.898 0.039 1.622  -0.2501
5 C 3.944 -0.204 0.639  0.9554
6 C 4.364 -0.410 -0.788  -0.3121
7 O 3.796 -1.164 -1.541  -0.6114
8 C 5.553 0.366 -1.329  0.2889
9 C 5.908 1.644 -0.896  -0.1417
10 C 6.995 2.302 -1.459  -1.0285
11 C 7.740 1.688 -2.457  -0.3584
12 C 7.379 0.424 -2.908  -0.5630
13 C 6.286 -0.225 -2.355  -0.4587
14 C 2.563 -0.243 1.003  0.9709
15 O 1.650 -0.457 0.133  -1.4843
16 C 2.218 0.013 2.366  0.2945
17 C 3.236 0.285 3.284  -0.5884
18 C 0.823 -0.086 2.855  0.3596
19 N -0.185 -0.191 2.074  1.0493
20 C -1.501 -0.595 2.583  -0.6478
21 C -1.581 -2.140 2.715  -1.5288
22 Te -0.421 -3.241 1.249  0.2835
23 C 0.956 -3.959 2.694  0.0668
24 C 2.322 -3.814 2.450  -0.2661
25 C 3.255 -4.268 3.378  -0.5654
26 C 2.830 -4.862 4.561  -0.4655
27 C 1.468 -5.014 4.804  -0.5670
28 C 0.537 -4.574 3.870  -0.3724
29 C 0.637 -0.131 4.350  -0.9162
30 C 1.103 -1.220 5.083  0.3944
31 C 0.881 -1.287 6.453  -1.0046
32 C 0.211 -0.257 7.104  -0.5732
33 C -0.224 0.846 6.382  -0.8190
34 C -0.014 0.906 5.010  -0.0794
35 H 6.628 0.634 3.535  0.3814
36 H 5.676 -0.234 4.743  0.3101
37 H 5.443 1.498 4.521  0.3808
38 H 5.946 0.020 1.343  0.5368
39 H 5.325 2.134 -0.126  0.7672
40 H 7.259 3.297 -1.118  0.4022
41 H 8.594 2.197 -2.887  0.3926
42 H 7.949 -0.052 -3.697  0.4016
43 H 5.982 -1.205 -2.703  0.4533
44 H 2.968 0.503 4.313  0.5919
45 H -2.246 -0.237 1.876  0.0564
46 H -1.730 -0.155 3.551  0.4221
47 H -2.616 -2.477 2.670  0.6486
48 H -1.153 -2.446 3.667  0.5868
49 H 2.659 -3.327 1.539  0.4250
50 H 4.314 -4.148 3.179  0.4158
51 H 3.556 -5.209 5.288  0.3925
52 H 1.128 -5.482 5.722  0.4202
53 H -0.523 -4.717 4.063  0.4490
54 H 1.644 -2.014 4.578  0.4901
55 H 1.240 -2.146 7.009  0.4546
56 H 0.034 -0.311 8.174  0.3875
57 H -0.727 1.662 6.888  0.4124
58 H -0.346 1.773 4.447  0.5294
59 Se 3.006 3.583 -1.667  0.2724
60 N 1.953 4.841 -1.033  -0.7960
61 C 0.954 4.201 -0.467  0.7622
62 C -0.155 4.828 0.176  -0.4761
63 C -1.106 4.029 0.687  -1.1560
64 C -0.994 2.602 0.585  0.0576
65 N -0.017 1.975 0.028  0.5144
66 C 0.994 2.748 -0.523  0.4962
67 N 2.029 2.223 -1.134  -0.4524
68 H -0.217 5.908 0.232  0.4554
69 H -1.973 4.452 1.177  0.4463
70 H -1.772 1.960 0.986  0.3296
71 Br -7.383 -2.895 1.070  -0.1833
72 C -6.286 -1.504 0.416  -0.0097
73 C -6.815 -0.235 0.241  -0.1576
74 N -6.084 0.787 -0.203  -0.6494
75 C -4.794 0.562 -0.469  -0.1126
76 C -4.192 -0.679 -0.325  0.3717
77 C -4.959 -1.742 0.120  -0.6160
78 C -2.727 -0.889 -0.592  0.5572
79 O -2.310 -2.023 -0.790  -0.6704
80 O -1.987 0.165 -0.505  -0.8553
81 H -7.859 -0.037 0.461  0.3774
82 H -4.211 1.405 -0.827  0.4896
83 H -4.510 -2.722 0.218  0.6073


Record 3
Formula: C40H31AlN2O6S2
Source: the Open Molecules 2025 dataset
Level of theory: ωB97M-V/def2-TZVPD

Its spin multiplicity is 1. The total charge is +2. The LUMO energy comes out at -5.65 eV. The gap between HOMO and LUMO is 7.9 eV.

Last column: Mulliken charge in e.
Element x y z (Å)
1 Al 0.214 0.060 0.557  0.0573
2 C -3.010 -1.410 2.045  -1.2570
3 C -1.730 -2.103 1.749  0.5472
4 N -0.626 -1.575 1.213  0.0622
5 C 0.314 -2.592 1.138  0.0251
6 C -0.214 -3.731 1.633  0.0673
7 N -1.496 -3.397 2.002  -0.0273
8 C 0.264 -5.131 1.838  0.4929
9 O 1.503 -5.401 1.479  -0.4916
10 O -0.496 -5.918 2.330  -0.5495
11 C 1.632 -2.226 0.576  0.7530
12 O 2.535 -3.011 0.440  -0.7732
13 O 1.649 -0.951 0.235  -0.2400
14 H -3.061 -0.471 1.504  0.1949
15 H -3.090 -1.209 3.114  0.2941
16 H -3.856 -2.034 1.761  0.4627
17 H -2.132 -4.077 2.404  0.2757
18 H 1.972 -4.622 1.105  0.3916
19 C 1.470 1.062 -7.342  -1.4947
20 C 1.547 1.247 -5.853  0.8686
21 C 2.783 1.339 -5.215  -0.8633
22 C 2.866 1.521 -3.845  -0.4440
23 C 1.687 1.627 -3.116  0.2509
24 C 0.438 1.539 -3.718  -0.2050
25 C 0.382 1.340 -5.085  -0.9537
26 S 1.863 1.900 -1.401  0.7097
27 O 0.614 1.220 -0.769  0.0804
28 C 1.484 3.632 -1.180  1.1810
29 C 1.193 4.472 -2.273  -0.8957
30 C 0.899 5.785 -2.036  -1.4078
31 C 0.885 6.311 -0.723  0.7025
32 C 0.575 7.673 -0.470  -0.9771
33 C 0.571 8.156 0.804  -0.6631
34 C 0.876 7.307 1.896  -0.9799
35 C 1.177 5.995 1.690  -0.6790
36 C 1.189 5.463 0.371  0.6501
37 C 1.499 4.104 0.116  -0.0295
38 C 1.769 3.159 1.241  0.0918
39 C 3.114 2.856 1.616  0.6190
40 C 4.206 3.597 1.108  -0.9062
41 C 5.485 3.237 1.431  -1.0124
42 C 5.737 2.121 2.259  -0.7095
43 C 4.700 1.390 2.764  -1.2456
44 C 3.366 1.743 2.458  0.9405
45 C 2.275 1.002 2.972  -0.9780
46 C 0.981 1.336 2.667  -0.3735
47 C 0.746 2.446 1.802  1.1790
48 S -0.893 2.615 1.105  0.4734
49 O -1.239 1.077 1.016  -0.1057
50 C -1.889 3.243 2.393  0.6243
51 C -2.307 4.554 2.204  -0.3080
52 C -3.032 5.174 3.211  -1.0045
53 C -3.355 4.496 4.383  0.8048
54 C -4.166 5.162 5.457  -1.4844
55 C -2.935 3.168 4.532  -0.9100
56 C -2.200 2.535 3.553  -0.4442
57 H 2.261 0.403 -7.696  0.4042
58 H 1.595 2.023 -7.845  0.3010
59 H 0.510 0.649 -7.645  0.3816
60 H 3.691 1.249 -5.796  0.4187
61 H 3.830 1.566 -3.352  0.5120
62 H -0.467 1.613 -3.130  0.5275
63 H -0.582 1.255 -5.571  0.3769
64 H 1.200 4.086 -3.283  0.4561
65 H 0.671 6.442 -2.866  0.4595
66 H 0.350 8.321 -1.307  0.4796
67 H 0.342 9.197 0.987  0.4503
68 H 0.875 7.710 2.900  0.4931
69 H 1.420 5.353 2.528  0.5675
70 H 4.021 4.456 0.477  0.6178
71 H 6.318 3.815 1.053  0.4850
72 H 6.757 1.849 2.494  0.4412
73 H 4.886 0.537 3.404  0.5047
74 H 2.474 0.175 3.644  0.5575
75 H 0.161 0.844 3.178  0.3371
76 H -2.070 5.084 1.289  0.5622
77 H -3.362 6.196 3.077  0.4314
78 H -4.039 6.242 5.438  0.3992
79 H -3.892 4.794 6.444  0.3964
80 H -5.227 4.951 5.309  0.3093
81 H -3.194 2.630 5.436  0.4448
82 H -1.897 1.504 3.676  0.2986


Ordered largest force on an atom results: 2.300, 2.866, 0.601; unit eV/Å.
Ordered relative energy (zero: lowest compared OMol25 entry of this formula, charge and spin) results: 114.2, 0.0, 0.0; unit kJ/mol.